# 1
51
Properties=species:S:1:pos:R:3:mulliken_charge:R:1 method="wB97M-V/def2-TZVPD" homo_ha=-0.136 total_charge=-1 orbital_gap_ev=6.4
C -3.91348 -2.31252 0.57056 -1.08
C -4.32757 -0.90646 0.95764 -0.49
C -3.25818 0.17710 0.63970 -0.09
N -2.23605 -0.24068 -0.31530 -0.38
Nb -0.36634 0.70994 -0.18787 0.02
O -0.94005 2.39422 0.82048 -0.85
F -0.92941 1.59903 -1.89728 -0.75
C 0.53102 -1.08940 -1.26441 -0.67
O 0.36764 -1.08707 -2.68625 -0.35
C -0.56550 -2.01497 -3.16803 -0.03
C -0.20942 -3.46524 -2.88746 -1.09
C 0.17347 -0.34656 1.70859 -1.27
C 0.51686 0.46130 2.94736 0.97
N -0.68394 0.98416 3.56386 -0.69
N 1.46459 1.52201 2.60876 -0.46
N 1.14558 -0.37742 4.02207 -0.76
P 1.95816 1.72120 -0.63936 0.55
N 1.98056 2.04800 -2.31836 -0.48
O 1.98336 3.23742 0.06243 -0.58
H -4.61228 -3.03981 0.98643 0.41
H -2.92337 -2.55756 0.94740 0.20
H -3.90829 -2.45084 -0.50760 0.23
H -4.51765 -0.87265 2.02898 0.32
H -5.23921 -0.63957 0.42314 0.31
H -3.77997 1.05334 0.24798 0.37
H -2.78498 0.44385 1.58132 -0.13
H -2.62222 -0.13176 -1.24883 0.27
H -1.49727 2.90096 0.22901 0.23
H 0.07013 -1.95954 -0.79284 0.29
H 1.60127 -1.14152 -1.04683 0.58
H -1.56772 -1.79009 -2.78375 0.04
H -0.60066 -1.85743 -4.24577 0.35
H -0.72025 -4.13222 -3.57938 0.40
H -0.52793 -3.76157 -1.88897 0.25
H 0.86784 -3.60710 -2.92565 0.27
H -0.64131 -1.03121 1.95124 0.18
H 1.04231 -0.97549 1.48874 0.51
H -0.40579 1.66493 4.26130 0.28
H -1.18445 1.50713 2.84842 0.24
H 1.84673 1.87696 3.48134 0.31
H 2.26049 1.12264 2.11670 0.18
H 0.66121 -1.26698 4.04518 0.28
H 2.09473 -0.58506 3.73035 0.32
H 1.18682 2.63840 -2.55413 0.21
H 2.81187 2.58252 -2.54987 0.29
H 1.21774 3.30747 0.64871 0.31
C 5.84236 1.79658 -1.85222 -0.22
Cl 6.58908 2.54987 -3.27958 -0.19
Cl 5.01508 2.95360 -0.82443 -0.12
H 5.10922 1.07299 -2.19307 0.19
H 6.62520 1.31513 -1.28044 0.34

# 2
81
Properties=species:S:1:pos:R:3:mulliken_charge:R:1 method="wB97M-V/def2-TZVPD" homo_ha="-0.414 / -0.499" spin_multiplicity=5 total_charge=+2 orbital_gap_ev="6.7 / 5.8"
Pd -0.75546 -1.20331 -5.93061 -0.07
C -0.90912 -2.20782 1.07634 0.14
C 0.39251 -2.37691 0.54087 0.96
C 0.46090 -0.58528 1.95284 0.85
C -0.86408 -1.09166 1.94533 0.95
C 1.23825 -1.37688 1.08184 0.18
C -2.11852 -3.01322 0.76330 -1.37
H -1.90467 -3.71705 -0.05401 0.34
H -2.96468 -2.37115 0.46619 0.42
H -2.46573 -3.59149 1.63804 0.38
C -1.96546 -0.54575 2.75505 -1.36
H -2.87954 -1.13153 2.63360 0.45
H -2.18453 0.49619 2.48955 0.16
H -1.67724 -0.53783 3.81640 0.38
C 0.95938 0.48705 2.83834 -1.11
H 0.67452 0.24092 3.87588 0.36
H 0.51683 1.46712 2.61125 0.02
H 2.05161 0.57469 2.76959 0.45
C 2.69952 -1.24804 0.85140 -1.57
H 3.26827 -1.65251 1.70749 0.42
H 3.00076 -0.19617 0.73613 0.38
H 3.02522 -1.79309 -0.04692 0.35
C 0.81084 -3.39309 -0.45191 -1.75
H 1.14245 -4.33510 0.01400 0.35
H 1.65630 -3.00501 -1.03383 0.36
H -0.00567 -3.62200 -1.15038 0.43
C -1.74220 0.36550 -6.58128 -0.25
C -1.27528 -0.43637 -7.67021 -0.53
C 0.02449 -0.09667 -8.40615 -0.73
C 1.28317 -0.16269 -7.51629 -0.91
C 1.03106 -0.37154 -5.99858 -0.82
C 1.06574 0.99725 -5.32910 0.06
C 0.19527 2.07452 -5.96717 -0.92
C -1.26978 1.79813 -6.36872 -1.10
H -0.07260 0.86662 -8.94558 0.34
H 1.84005 0.76541 -7.66008 0.25
H 0.15047 -0.88318 -9.17072 0.33
H -1.47351 2.37367 -7.30555 0.38
H -2.77471 0.20646 -6.23702 0.67
H -1.99339 -1.11480 -8.19043 0.45
H -1.92160 2.22546 -5.59078 0.46
H 0.17415 2.95623 -5.30192 0.39
H 2.11520 1.33359 -5.45600 0.17
H 0.70959 2.42667 -6.87092 0.71
H 1.93468 -0.97363 -7.86248 0.51
H 1.82745 -1.00195 -5.57900 0.91
P -1.21076 1.35339 -1.40060 1.35
C -2.92835 1.93056 -1.41066 -1.56
C -1.49042 -0.46153 -1.71801 -1.09
P 1.28219 1.38048 -3.44582 0.98
C -0.40756 1.93692 -2.94385 -1.03
C 1.78215 -0.17460 -2.68384 -0.97
C 2.44860 2.62986 -2.93213 -1.19
H -3.25012 2.08194 -0.36660 0.39
H -3.56885 1.14107 -1.84800 0.43
H -3.04774 2.85769 -1.99878 0.44
H -0.54077 -1.00098 -1.66548 -0.14
H -1.93040 -0.57556 -2.73217 0.50
H -2.18194 -0.92882 -1.00412 0.43
H 2.62375 3.38671 -3.70583 0.39
H 3.41339 2.16777 -2.68006 0.47
H 2.03552 3.11703 -2.03692 0.28
H -0.45102 3.04995 -2.91271 0.63
H -1.10368 1.57331 -3.72684 -0.15
H 1.45558 -0.16437 -1.63385 -0.27
H 2.87591 -0.28921 -2.72050 0.68
H 1.30918 -1.01411 -3.20964 0.37
Br 2.20132 3.50674 1.21339 -0.10
C 0.78664 4.62944 1.80077 0.22
C 1.04235 5.75831 2.59209 -0.57
C -0.02092 6.55424 3.04978 -0.54
C -1.32899 6.22508 2.70192 -0.63
C -1.58968 5.10269 1.92921 -0.53
C -0.53797 4.28704 1.46401 0.61
C -0.90475 2.94199 0.88853 -0.14
O -1.73254 2.29542 1.51997 -0.57
O -0.37474 2.51196 -0.28220 0.29
H 2.07738 5.99780 2.87107 0.41
H 0.18634 7.42018 3.69669 0.38
H -2.17593 6.85007 3.06246 0.36
H -2.60989 4.82085 1.67231 0.41

# 3
17
Properties=species:S:1:pos:R:3:mulliken_charge:R:1 method="wB97M-V/def2-TZVPD" e_above_lowest_kj_mol=630.36 homo_ha="-0.517 / -0.514" total_charge=+1 orbital_gap_ev="9.0 / 8.9"
C 0.08531 -2.46383 2.59590 0.71
C -0.31951 1.95833 0.48146 0.69
C -1.32589 2.98272 0.44377 -0.86
C 0.38559 -1.12295 -1.93491 -1.19
C 1.25893 -0.93838 -0.71678 -0.09
N 0.53029 -0.20596 0.30135 -0.27
O 0.72679 -3.36639 2.89284 -0.32
O -0.55220 -1.59846 2.16663 -0.39
O 0.22561 0.96206 0.31220 0.13
H -2.18382 2.53841 1.13939 0.31
H -1.21373 3.95620 0.79381 0.36
H -1.80363 2.88433 -0.51391 0.31
H 0.12442 -0.15437 -2.31746 0.34
H 0.87999 -1.60882 -2.82956 0.33
H -0.45745 -1.61253 -1.66888 0.41
H 2.25173 -0.36482 -0.96729 0.32
H 1.38758 -1.84554 -0.17856 0.22

# 4
33
Properties=species:S:1:pos:R:3:mulliken_charge:R:1 method="wB97M-V/def2-TZVPD" e_above_lowest_kj_mol=358.08 homo_ha=-0.535 total_charge=+3 orbital_gap_ev=5.2
N -0.49601 1.99990 4.65966 -0.48
H -0.36079 1.12966 5.15411 0.38
H 0.07753 2.65075 5.17690 0.39
H -1.49251 2.15493 4.71500 0.36
H -0.15777 1.83465 3.72243 0.34
N -1.03713 -4.25287 2.25419 -0.45
H -1.07036 -5.11307 1.72594 0.38
H -1.29086 -3.45889 1.68380 0.30
H -0.12619 -3.99860 2.60865 0.38
H -1.61353 -4.07866 3.06506 0.38
N -4.75440 -0.64934 2.18316 -0.46
H -4.08359 -0.22742 1.55698 0.34
H -5.63505 -0.48932 1.71524 0.40
H -4.55224 -0.15654 3.04128 0.36
H -4.59818 -1.62479 2.39338 0.34
N 0.13567 4.83174 -1.18282 -0.45
H 0.29084 5.54041 -0.48011 0.39
H -0.67355 5.02913 -1.75404 0.38
H 0.09639 3.90673 -0.77918 0.26
H 0.99885 4.72117 -1.69545 0.40
O 0.31879 0.42459 -1.38806 -0.41
C -0.45256 0.24431 -0.29923 0.64
O -1.05239 -0.85934 -0.10937 -0.74
O -0.69519 1.19916 0.51847 -0.75
H 0.35902 -0.44894 -1.78418 0.31
Br 2.30640 -2.84601 -4.14440 -0.21
C 4.04891 -1.83924 -4.12172 -0.58
C 3.90202 -0.71593 -5.05216 -0.56
Br 5.80363 -0.05164 -5.37835 -0.15
H 4.81872 -2.57774 -4.34557 0.41
H 4.24798 -1.51996 -3.09871 0.36
H 3.35784 0.09104 -4.56146 0.31
H 3.37971 -0.84987 -5.99944 0.42

# 5
20
Properties=species:S:1:pos:R:3:mulliken_charge:R:1 method="wB97M-V/def2-TZVPD" e_above_lowest_kj_mol=237.54 homo_ha=-0.372 smiles="C#C[C@](C)(O)/C=C/C(O)O" orbital_gap_ev=10.8
C -1.18655 0.31993 -0.51527 1.83
C 2.47156 -0.12876 0.81121 -0.14
C -2.06532 1.36895 0.18629 -1.35
C 0.27413 0.53521 -0.20076 -0.60
C 0.97240 -0.19191 0.65229 -0.52
O -1.27856 0.44850 -1.93185 -0.58
O 2.98918 -1.42071 0.60524 -0.52
O 3.08406 0.81633 -0.00699 -0.53
C -1.60549 -1.02146 -0.10562 -1.32
C -1.93910 -2.14369 0.14310 0.03
H -2.19601 0.30554 -2.19640 0.36
H 2.86639 0.63083 -0.92963 0.35
H 2.69368 -1.75179 -0.25236 0.33
H 2.75559 0.13740 1.83469 0.33
H 0.72433 1.32734 -0.78227 0.44
H 0.50888 -0.98103 1.22832 0.32
H -1.77521 2.36394 -0.14310 0.36
H -3.11315 1.20401 -0.05894 0.37
H -1.94001 1.29726 1.26307 0.33
H -2.24072 -3.11581 0.39903 0.49

# 6
14
Properties=species:S:1:pos:R:3:mulliken_charge:R:1 method="wB97M-V/def2-TZVPD" e_above_lowest_kj_mol=328.92 homo_ha=-0.363 smiles="O/N=C1/CC[C@H]1O" orbital_gap_ev=10.8
O 1.94786 1.55852 0.02207 -0.40
N 1.75300 0.24851 -0.47358 -0.67
C 0.51830 -0.02026 -0.54424 0.45
C -0.08415 -1.39850 -0.61537 -0.39
C -1.28666 -0.81176 0.18177 -0.62
C -0.73104 0.63053 0.01363 0.18
O -0.54346 1.35421 1.19769 -0.58
H 2.74772 1.42440 0.54742 0.35
H 0.54222 -2.10600 -0.06629 0.25
H -0.31054 -1.81093 -1.60100 0.25
H -1.28502 -1.09878 1.23528 0.26
H -2.27610 -0.98642 -0.24574 0.27
H -1.29966 1.20744 -0.73222 0.23
H 0.30754 1.80904 1.08057 0.40